[1]
DFT (the ωB97M-V functional and the def2-TZVPD basis) results for C38H54N5O5ScSi3Te2 as an isolated structure.

Values from the calculation:
- Largest force on an atom: 1.51 eV/Å
- E: -116893.669 eV
- Kohn-Sham gap: 7.48 eV
- Highest occupied orbital energy: -7.686 eV
- Energy above the lowest of the compared OMol25 structures with the same formula, charge and spin: 6.2 kcal per mole

```
108
Properties=species:S:1:pos:R:3:mulliken_charge:R:1
Sc 0.3323 0.8599 0.7754 -2.8898
O 2.5775 2.4208 6.0775 -0.5714
C 2.5338 1.9028 4.9979 0.3262
C 2.9240 2.5412 3.6662 -0.0453
O 3.6974 3.4566 3.5002 -0.6708
C 2.1474 1.7899 2.6829 0.6385
C 1.5126 0.7028 3.2639 -0.2559
O 0.6917 -0.0017 2.5346 0.4238
C 1.8967 0.5497 4.6669 -0.2527
O 1.7716 -0.3998 5.4011 -0.6323
O 1.9427 2.0181 1.4104 0.4104
C -1.6139 -1.1327 3.7513 -1.2017
Si -2.2299 0.4712 2.9414 0.8134
C -1.4179 1.9817 3.7834 -0.9599
C -4.0746 0.4930 3.3892 -1.1025
C -1.9431 0.6607 1.0652 2.5798
Si -2.7936 -0.7408 0.1435 -0.3510
C -1.8595 -1.2390 -1.4432 0.9726
C -2.9550 -2.3614 1.0994 -0.8669
C -4.5620 -0.2907 -0.3771 -1.1269
Si -2.5177 2.3443 0.5143 0.1654
C -2.7873 2.4907 -1.3734 -0.7890
C -4.0306 3.2548 1.1972 -1.5751
C -1.0643 3.5832 0.7030 0.0265
C -1.1241 4.8444 1.2877 -0.6049
C -0.0650 5.7228 1.1372 -0.6041
C 1.0359 5.3242 0.3889 -0.9645
C 1.0490 4.0432 -0.1244 -0.3479
N 0.0332 3.1876 0.0297 1.1054
H -0.9490 -0.9041 4.5865 0.5241
H -1.0501 -1.7629 3.0645 -0.0560
H -2.4476 -1.7220 4.1396 0.4599
H -0.9655 1.6941 4.7351 0.5108
H -2.1401 2.7755 3.9891 0.4773
H -0.6281 2.4133 3.1623 -0.1054
H -4.1928 0.4565 4.4754 0.3924
H -4.5769 -0.3872 2.9780 0.2947
H -4.6051 1.3757 3.0262 0.2938
H -0.8503 -1.5827 -1.2022 -0.7944
H -1.7789 -0.4171 -2.1592 -0.9018
H -2.3803 -2.0596 -1.9440 0.6256
H -1.9898 -2.7929 1.3655 -0.0083
H -3.4851 -3.0899 0.4811 0.4288
H -3.5266 -2.2232 2.0201 0.3261
H -4.5815 0.4810 -1.1500 0.3316
H -5.1267 0.0864 0.4803 0.2606
H -5.0862 -1.1677 -0.7628 0.4467
H -3.8523 2.5415 -1.6077 0.5683
H -2.3760 1.6341 -1.9082 -0.5698
H -2.3204 3.3997 -1.7605 0.5597
H -4.9339 2.6767 0.9880 0.3545
H -4.1376 4.2244 0.7062 0.4361
H -3.9825 3.4191 2.2761 0.3818
H -2.0009 5.1194 1.8601 0.4540
H -0.0976 6.7082 1.5841 0.4566
H 1.8813 5.9802 0.2384 0.4767
H 1.9080 3.6703 -0.6730 0.2862
C -0.7378 -0.4970 -5.8921 -1.3500
C -0.7903 1.0236 -5.7512 0.7866
C -2.0647 1.4561 -5.0320 -1.1617
C 0.4711 1.5723 -5.0618 -1.3480
N 0.6508 1.1161 -3.6932 0.8478
C 0.3382 1.7351 -2.5519 -1.0457
N 0.6939 0.9564 -1.5556 0.9753
N 1.2067 -0.1585 -2.1205 0.5168
N 1.1923 -0.0713 -3.3885 -1.0823
H -1.6090 -0.8532 -6.4423 0.4227
H -0.7404 -0.9771 -4.9131 0.1524
H 0.1583 -0.8194 -6.4247 0.3857
H -0.7876 1.4758 -6.7468 0.3481
H -2.1428 0.9662 -4.0607 0.0804
H -2.9365 1.1627 -5.6164 0.4718
H -2.1074 2.5367 -4.8788 0.3302
H 0.4329 2.6606 -5.0294 0.3840
H 1.3531 1.2639 -5.6215 0.4088
H -0.0946 2.7163 -2.4692 0.4381
C 5.1801 1.6944 0.9333 -1.0761
Te 3.7819 0.6381 -0.3054 0.6383
C 5.4105 -0.4998 -1.1565 -1.1232
H 5.8909 2.2056 0.2893 0.4146
H 5.7006 0.9879 1.5757 0.3439
H 4.6416 2.4205 1.5329 0.1987
H 5.9396 -1.0048 -0.3501 0.3409
H 6.0980 0.1605 -1.6808 0.4349
H 5.0218 -1.2493 -1.8440 0.2445
Te 1.7864 -1.8969 0.8759 0.6395
C 2.7746 -2.9875 -0.6888 0.6619
C 3.9408 -3.6668 -0.3535 -0.6640
C 4.5982 -4.4459 -1.2935 -0.6785
C 4.0974 -4.5484 -2.5835 -0.5768
C 2.9340 -3.8741 -2.9250 -0.8684
C 2.2748 -3.1009 -1.9797 0.1542
C 0.7106 -3.7299 1.2793 0.4781
C 0.8540 -4.3540 2.5113 -0.2845
C 0.2717 -5.5947 2.7358 -0.6201
C -0.4592 -6.2123 1.7319 -0.5451
C -0.6225 -5.5812 0.5064 -0.7711
C -0.0404 -4.3436 0.2823 -0.2175
H 4.3348 -3.5893 0.6537 0.4023
H 5.5019 -4.9757 -1.0200 0.4370
H 4.6115 -5.1558 -3.3177 0.3890
H 2.5365 -3.9502 -3.9295 0.4487
H 1.3649 -2.5891 -2.2569 0.1479
H 1.4194 -3.8706 3.2996 0.4276
H 0.3950 -6.0833 3.6939 0.4223
H -0.9029 -7.1842 1.9069 0.3984
H -1.2047 -6.0527 -0.2757 0.4225
H -0.1626 -3.8554 -0.6776 0.2591
```



[2]
DFT (the ωB97M-V functional and the def2-TZVPD basis) results for C38H55BN14O9S6Zr as an isolated structure.

Values from the calculation:
- Largest force on an atom: 0.99 eV/Å
- E: -146564.009 eV
- Kohn-Sham gap: 6.83 eV
- Highest occupied orbital energy: -7.300 eV
- Energy above the lowest of the compared OMol25 structures with the same formula, charge and spin: 6.1 kcal per mole

```
124
Properties=species:S:1:pos:R:3:mulliken_charge:R:1
Zr 0.1271 0.1611 -0.0637 -0.7471
C 5.6125 -3.5887 1.1081 -2.3146
C 4.3484 -2.8434 1.5305 1.4827
C 4.1629 -2.9974 3.0394 -1.6532
C 4.4938 -1.3785 1.1304 -1.4586
N 3.1718 -3.4606 0.8409 0.5142
C 3.2351 -4.6079 0.0664 -0.5810
C 1.9731 -4.9539 -0.2415 -1.1277
N 1.1250 -4.0340 0.3355 0.4554
B -0.3997 -4.2582 0.2976 0.9781
N -1.1321 -3.6739 1.5302 0.0720
C -1.1115 -4.3875 2.7049 -1.3076
C -1.8355 -3.7127 3.6111 -0.5801
N -2.3208 -2.5717 2.9929 0.8391
C -1.8518 -2.5494 1.7167 -0.3488
S -2.0945 -1.3555 0.4936 -0.2684
C -3.2948 -1.7115 3.7451 1.4864
C -4.4835 -2.6026 4.1182 -1.7565
C -2.5820 -1.1939 4.9950 -1.4056
C -3.8229 -0.5263 2.9513 -1.8088
N -1.0330 -3.8359 -1.0588 0.4843
C -2.1332 -4.5240 -1.5161 -1.1670
C -2.3607 -4.1567 -2.7880 -0.6031
N -1.3942 -3.2226 -3.1249 0.4390
C -0.5932 -3.0257 -2.0368 0.0871
S 0.7300 -1.9297 -1.9079 -0.3749
C -1.1689 -2.7317 -4.5169 1.6080
C -1.2608 -1.2109 -4.5558 -0.8906
C -2.2551 -3.2940 -5.4313 -2.3139
C 0.1917 -3.2310 -5.0017 -1.7739
C 1.8638 -3.1122 0.9868 -0.1397
S 1.2316 -1.7571 1.8279 -0.1993
H 6.4581 -3.1158 1.6056 0.4494
H 5.7805 -3.5213 0.0322 0.4737
H 5.5937 -4.6376 1.4082 0.5216
H 5.0365 -2.5918 3.5516 0.4712
H 4.0631 -4.0519 3.3063 0.3984
H 3.2806 -2.4599 3.3809 0.2827
H 5.4105 -0.9857 1.5742 0.4969
H 3.6531 -0.7892 1.4835 0.0914
H 4.5572 -1.2714 0.0474 0.4374
H 4.1592 -5.0737 -0.2113 0.5444
H 1.6016 -5.7746 -0.8288 0.6389
H -0.5613 -5.4546 0.3618 -0.2437
H -0.5697 -5.3120 2.7922 0.6485
H -2.0480 -3.9441 4.6369 0.5729
H -4.1953 -3.4383 4.7554 0.4018
H -4.9557 -2.9998 3.2182 0.3626
H -5.2195 -2.0063 4.6579 0.4371
H -2.2606 -2.0025 5.6522 0.3689
H -3.2665 -0.5572 5.5566 0.4744
H -1.7095 -0.6051 4.7125 0.1862
H -4.3408 -0.8302 2.0442 0.4512
H -3.0408 0.1732 2.6760 -0.0984
H -4.5315 -0.0058 3.5996 0.6691
H -2.6606 -5.2188 -0.8877 0.6266
H -3.1294 -4.4707 -3.4649 0.5411
H -2.2347 -0.8703 -4.2046 0.5142
H -1.1177 -0.8733 -5.5846 0.5741
H -0.4918 -0.7724 -3.9260 -0.6273
H -3.2514 -2.9821 -5.1152 0.4860
H -2.2185 -4.3821 -5.4932 0.5438
H -2.0849 -2.8988 -6.4322 0.4342
H 0.9981 -2.8356 -4.3872 0.2580
H 0.3482 -2.9102 -6.0329 0.4735
H 0.2280 -4.3216 -4.9704 0.4373
N 0.9608 1.2302 -2.4533 -0.7315
C -0.1827 1.9715 -2.9827 0.6621
C -0.0023 2.2444 -4.4874 -0.8242
C -0.9907 3.1007 -5.2927 -1.3408
C -1.4537 4.3998 -4.6333 -0.7808
N -2.5170 4.0757 -3.6925 -0.0122
C -2.9350 4.8208 -2.6890 0.6849
N -2.5289 6.0963 -2.5501 -0.4022
N -3.8471 4.3217 -1.8481 -0.3636
C -1.4525 1.2246 -2.5542 0.0878
O -2.5244 1.3897 -3.1446 -1.0929
O -1.3142 0.4490 -1.5542 0.7480
H 1.8088 1.7834 -2.5221 0.4180
H 1.1197 0.3770 -2.9858 0.4275
H -0.2294 2.9176 -2.4278 0.2231
H 0.0836 1.2779 -4.9900 0.2269
H 0.9797 2.7220 -4.5629 0.4475
H -1.8808 2.5200 -5.5435 0.3283
H -0.4982 3.3514 -6.2326 0.5555
H -1.8301 5.0921 -5.3902 0.4938
H -0.6105 4.8803 -4.1202 0.3996
H -2.7279 3.0624 -3.6132 0.1330
H -1.7190 6.3960 -3.0646 0.2633
H -2.6594 6.5340 -1.6527 0.2652
H -3.9503 3.3128 -1.8296 0.2429
H -3.9380 4.7502 -0.9388 0.1553
O 3.9502 0.9936 -1.0938 -0.6831
C 2.9572 1.2204 -0.4363 -0.1549
O 2.1050 0.3002 -0.0605 0.1962
C 2.6287 2.6172 -0.0027 1.1597
C 3.6745 3.4669 0.2730 -0.4777
C 3.4272 4.7680 0.6928 -0.9362
C 2.1466 5.2627 0.7621 -0.3874
C 1.1046 4.4305 0.4055 -0.6106
C 1.2790 3.0489 0.1155 0.3322
O 0.2698 2.2622 -0.0263 0.9749
N -0.2140 5.0115 0.3813 0.6554
O -0.4796 5.9284 1.1452 -0.6700
O -1.0151 4.6023 -0.4499 -0.0093
N 4.5440 5.6479 1.0280 1.0395
O 5.6648 5.1823 0.9769 -0.6332
O 4.2879 6.8007 1.3244 -0.6513
H 4.6897 3.1106 0.1713 0.6801
H 1.9595 6.2833 1.0592 0.6731
S -0.4540 0.7796 2.4834 -0.1552
C 0.7910 1.8562 2.8379 0.3002
N 1.6329 2.6149 3.0760 -0.6947
S -3.3391 2.2075 0.6393 -0.2688
C -4.0399 3.4923 1.3641 0.2231
N -3.5434 4.7601 1.4153 0.0365
C -4.1023 5.6068 2.4600 -0.7171
C -5.5687 5.2102 2.5392 -0.6091
S -5.5559 3.4157 2.2507 -0.1045
H -2.5692 4.8629 1.1539 -0.0525
H -3.9769 6.6581 2.2041 0.3589
H -3.6019 5.4164 3.4143 0.3297
H -6.1586 5.6962 1.7626 0.2997
H -6.0023 5.4261 3.5122 0.4183
```